A structure of composition C3HI3O at a distorted geometry, computed with wB97M-V/def2-TZVPD.

For the LUMO energy (alpha / beta), the calculation gives -1.86 / -1.32 eV. The energy above the lowest of the compared OMol25 structures with the same formula, charge and spin comes out at 81.4 kcal per mole. Its net charge is 0. The value obtained for the electronic energy is -29470.392 eV. As for the HOMO energy (alpha / beta): -0.291 / -0.301 Eh. The calculation puts the largest force on an atom at 1.330 eV/Å.

Positions of all 8 atoms, in Å:
C 2.836 0.852 0.343
C 3.183 1.696 1.154
C 2.295 0.159 -0.715
O -0.650 0.205 -0.428
I 3.032 2.498 3.019
I 3.462 -1.223 -1.791
I 0.783 1.113 -1.687
H -0.141 0.248 0.390



An isolated molecule of C7H9FS at a distorted geometry, computed with wB97M-V/def2-TZVPD.

For the LUMO energy, the calculation gives 0.62 eV. The energy above the lowest of the compared OMol25 structures with the same formula, charge and spin comes out at 20.1 kcal per mole. Its net charge is 0. Its SMILES is CS[C@@]1(F)C=CC=CC1. The value obtained for the electronic energy is -20955.772 eV. As for the HOMO energy: -0.308 Eh. The calculation puts the largest force on an atom at 3.042 eV/Å.

Positions of all 18 atoms, in Å:
C -0.420 2.458 -0.826
S 0.620 1.029 -1.217
C -0.603 -0.204 -0.559
F -1.829 0.021 -1.066
C -0.082 -1.554 -0.942
C 1.001 -1.954 -0.279
C 1.477 -1.248 0.877
C 0.606 -0.437 1.531
C -0.698 -0.010 0.970
H -0.043 3.133 -1.670
H -0.333 2.813 0.210
H -1.471 2.041 -0.922
H -0.459 -1.931 -1.821
H 1.419 -2.833 -0.685
H 2.363 -1.730 1.400
H 0.836 -0.057 2.519
H -1.568 -0.533 1.308
H -0.817 0.996 1.173



A cluster of 2 separate species, C4H11NO2 in total at a distorted geometry, computed with wB97M-V/def2-TZVPD.

For the LUMO energy, the calculation gives 0.67 eV. The energy above the lowest of the compared OMol25 structures with the same formula, charge and spin comes out at 53.7 kcal per mole. Its net charge is 0. Its SMILES is CC(=O)N(C)C.O. The value obtained for the electronic energy is -9909.914 eV. As for the HOMO energy: -0.351 Eh. The calculation puts the largest force on an atom at 4.638 eV/Å.

Positions of all 18 atoms, in Å:
C 1.022 -1.758 -0.331
C -0.055 -0.620 -0.056
O -1.216 -0.877 0.065
N 0.593 0.587 0.309
C -0.187 1.473 1.290
C 1.643 1.140 -0.472
H 1.781 -1.671 0.545
H 0.496 -2.815 -0.293
H 1.394 -1.549 -1.257
H 0.280 1.554 2.302
H -1.262 1.252 1.306
H -0.312 2.639 0.930
H 2.285 1.630 0.298
H 2.293 0.407 -0.813
H 1.275 1.856 -1.193
O -3.610 -0.735 -0.967
H -3.741 -1.805 -0.978
H -2.678 -0.707 -0.687



An isolated molecule of C3H8BNO at a distorted geometry, computed with wB97M-V/def2-TZVPD.

For the LUMO energy, the calculation gives 0.48 eV. The energy above the lowest of the compared OMol25 structures with the same formula, charge and spin comes out at 152.0 kcal per mole. Its net charge is 0. The value obtained for the electronic energy is -7449.518 eV. As for the HOMO energy: -0.325 Eh. The calculation puts the largest force on an atom at 4.148 eV/Å.

Positions of all 14 atoms, in Å:
B -1.679 -0.277 0.589
C 0.419 1.278 -0.206
C 0.452 -1.458 -0.303
C -0.783 0.378 -0.432
N 1.336 0.412 0.549
O 1.566 -0.712 -0.314
H -2.593 -0.926 0.206
H -1.581 -0.257 1.829
H 0.997 1.696 -1.043
H 0.404 2.180 0.511
H 0.062 -1.821 0.673
H 0.150 -1.828 -1.313
H -0.997 0.463 -1.401
H 2.246 0.873 0.655



A cluster of 6 separate species, C31H41F4I2N3O17S in total at a distorted geometry, computed with wB97M-V/def2-TZVPD.

For the LUMO energy, the calculation gives -0.25 eV. Its net charge is 0. Its SMILES is C/C(I)=C(\I)[C@](N)(C#N)[C@@](C#N)(C[C@H](C)F)S(=O)(=O)C(F)(F)F.C[C@@H]1COC(=O)O1.C[C@@H]1COC(=O)O1.C[C@@H]1COC(=O)O1.C[C@@H]1COC(=O)O1.C[C@@H]1COC(=O)O1. The value obtained for the electronic energy is -109992.803 eV. As for the HOMO energy: -0.325 Eh. The calculation puts the largest force on an atom at 4.908 eV/Å.

Positions of all 99 atoms, in Å:
C 2.372 0.645 -1.508
C 2.667 -0.876 -1.407
I 4.131 -1.402 0.051
C 2.070 -1.796 -2.186
I 0.682 -0.929 -3.607
C 2.296 -3.324 -2.089
N 1.119 -3.922 -2.826
C 2.056 -3.860 -0.659
N 1.910 -4.081 0.445
C 3.590 -3.913 -2.802
C 3.173 -4.680 -4.073
N 2.827 -5.259 -4.980
C 4.683 -2.892 -3.263
C 4.638 -2.517 -4.787
C 5.734 -1.384 -4.953
F 3.436 -1.926 -5.167
S 4.522 -5.198 -1.818
O 5.667 -5.692 -2.562
O 5.048 -4.646 -0.587
C 3.525 -6.716 -1.395
F 2.438 -6.926 -2.139
F 3.263 -6.696 -0.088
F 4.314 -7.787 -1.564
H 1.293 0.840 -1.349
H 2.735 1.046 -2.480
H 2.914 1.185 -0.701
H 0.315 -3.477 -2.362
H 1.006 -4.900 -2.531
H 5.720 -3.282 -3.130
H 4.681 -1.926 -2.729
H 4.986 -3.335 -5.444
H 5.883 -0.796 -4.028
H 5.413 -0.744 -5.803
H 6.682 -1.883 -5.240
C 0.758 -1.784 3.109
C 0.353 -0.331 3.133
C -1.107 -0.087 2.887
O -1.096 1.273 2.433
C 0.102 1.456 1.813
O 0.375 2.401 1.139
O 0.944 0.416 2.060
H 1.845 -1.877 3.134
H 0.344 -2.315 3.967
H 0.420 -2.280 2.196
H 0.680 0.125 4.071
H -1.713 -0.194 3.782
H -1.525 -0.705 2.087
C -5.733 -0.366 -3.556
C -4.242 -0.240 -3.359
C -3.436 -1.366 -3.940
O -2.229 -1.279 -3.170
C -2.592 -0.785 -1.949
O -1.885 -0.773 -0.993
O -3.869 -0.317 -1.976
H -6.259 0.395 -2.978
H -5.993 -0.244 -4.609
H -6.102 -1.335 -3.215
H -3.903 0.729 -3.739
H -3.231 -1.239 -5.002
H -3.875 -2.353 -3.770
C -1.428 3.521 8.322
C -0.757 2.654 7.283
C -1.667 2.156 6.197
O -0.950 1.004 5.732
C -0.261 0.525 6.808
O 0.277 -0.536 6.837
O -0.279 1.416 7.833
H -0.753 3.714 9.157
H -1.725 4.471 7.893
H -2.314 3.034 8.739
H 0.106 3.184 6.866
H -1.807 2.878 5.394
H -2.642 1.822 6.561
C -1.666 9.836 9.901
C -1.094 8.548 9.360
C -1.913 7.903 8.281
O -1.470 6.543 8.366
C -1.124 6.331 9.669
O -0.903 5.266 10.156
O -1.068 7.511 10.347
H -1.108 10.161 10.781
H -1.618 10.625 9.149
H -2.705 9.713 10.213
H -0.063 8.715 9.031
H -1.718 8.315 7.293
H -2.987 7.922 8.479
C -1.515 -2.865 -9.846
C -2.326 -1.615 -9.603
C -1.943 -0.849 -8.370
O -3.140 -0.109 -8.110
C -4.170 -0.874 -8.575
O -5.317 -0.668 -8.344
O -3.703 -1.907 -9.331
H -1.949 -3.448 -10.660
H -0.487 -2.613 -10.109
H -1.502 -3.512 -8.966
H -2.291 -0.979 -10.493
H -1.099 -0.181 -8.529
H -1.745 -1.485 -7.503



An isolated molecule of C5H9NO, computed with wB97M-V/def2-TZVPD.

For the LUMO energy, the calculation gives 1.02 eV. The energy above the lowest of the compared OMol25 structures with the same formula, charge and spin comes out at 47.2 kcal per mole. Its net charge is 0. Its SMILES is C[C@H]1N[C@H]1CC=O. The value obtained for the electronic energy is -8867.166 eV. As for the HOMO energy: -0.358 Eh. The calculation puts the largest force on an atom at 0.468 eV/Å.

Positions of all 16 atoms, in Å:
C -0.888 -1.294 0.785
C 0.561 -1.026 0.468
N 0.999 -1.157 -0.920
C 1.040 0.161 -0.284
C 0.108 1.202 -0.876
C -0.925 1.760 0.074
O -0.786 1.842 1.271
H -1.536 -0.970 -0.036
H -1.056 -2.365 0.938
H -1.184 -0.761 1.693
H 1.252 -1.389 1.230
H 1.925 -1.569 -0.979
H 2.014 0.543 0.018
H -0.391 0.795 -1.762
H 0.689 2.068 -1.227
H -1.859 2.119 -0.410



An isolated molecule of C21H24N2O2S at a distorted geometry, computed with wB97M-V/def2-TZVPD.

For the LUMO energy, the calculation gives -0.01 eV. The energy above the lowest of the compared OMol25 structures with the same formula, charge and spin comes out at 40.9 kcal per mole. Its net charge is 0. Its SMILES is CC(=O)C1=C(C)NC(SCC(=O)c2ccccc2)=C(C#N)[C@H]1CC(C)C. The value obtained for the electronic energy is -40076.920 eV. As for the HOMO energy: -0.301 Eh. The calculation puts the largest force on an atom at 1.272 eV/Å.

Positions of all 50 atoms, in Å:
C -5.181 -0.894 0.661
C -4.055 -0.820 -0.347
O -4.016 -1.606 -1.273
C -2.979 0.163 -0.148
C -3.063 1.366 0.465
C -4.266 1.981 1.111
N -1.952 2.189 0.465
C -0.956 2.054 -0.463
S 0.030 3.509 -0.661
C 1.698 2.791 -0.766
C 1.935 1.768 0.328
O 1.229 1.703 1.307
C 3.114 0.891 0.147
C 3.797 0.498 1.299
C 4.893 -0.338 1.213
C 5.305 -0.810 -0.023
C 4.618 -0.443 -1.169
C 3.530 0.408 -1.093
C -0.846 0.907 -1.172
C 0.006 0.761 -2.263
N 0.721 0.635 -3.159
C -1.638 -0.289 -0.701
C -0.864 -1.036 0.404
C 0.450 -1.666 -0.070
C 0.206 -2.855 -0.995
C 1.275 -2.098 1.141
H -5.967 -0.191 0.396
H -5.605 -1.895 0.622
H -4.833 -0.680 1.666
H -4.124 3.054 1.227
H -4.439 1.555 2.098
H -5.156 1.822 0.509
H -1.991 3.064 0.965
H 2.382 3.629 -0.613
H 1.859 2.387 -1.763
H 3.458 0.868 2.255
H 5.420 -0.629 2.109
H 6.156 -1.471 -0.093
H 4.926 -0.826 -2.130
H 2.985 0.646 -1.994
H -1.823 -0.968 -1.537
H -0.646 -0.326 1.206
H -1.511 -1.818 0.810
H 1.026 -0.913 -0.619
H -0.401 -3.607 -0.496
H 1.154 -3.308 -1.279
H -0.303 -2.548 -1.904
H 1.471 -1.248 1.790
H 2.230 -2.512 0.824
H 0.741 -2.855 1.712



An isolated molecule of CH2N2P2 at a distorted geometry, computed with wB97M-V/def2-TZVPD.

For the LUMO energy, the calculation gives -1.41 eV. The energy above the lowest of the compared OMol25 structures with the same formula, charge and spin comes out at 35.7 kcal per mole. Its net charge is 0. Its SMILES is N#C/P=N\P. The value obtained for the electronic energy is -22625.407 eV. As for the HOMO energy: -0.360 Eh. The calculation puts the largest force on an atom at 1.575 eV/Å.

Positions of all 7 atoms, in Å:
N 2.996 1.736 2.523
C 3.080 1.518 1.399
P 2.872 1.437 -0.486
N 1.364 1.119 -0.589
P -0.008 0.711 0.313
H 0.038 1.331 1.526
H -0.812 1.735 -0.181



A cluster of 3 separate species, C4H7NO2 in total at a distorted geometry, computed with wB97M-V/def2-TZVPD.

For the LUMO energy (alpha / beta), the calculation gives 0.57 / -0.59 eV. The energy above the lowest of the compared OMol25 structures with the same formula, charge and spin comes out at 130.6 kcal per mole. Its net charge is 0. The value obtained for the electronic energy is -9841.617 eV. As for the HOMO energy (alpha / beta): -0.356 / -0.277 Eh. The calculation puts the largest force on an atom at 2.151 eV/Å.

Positions of all 14 atoms, in Å:
C -1.599 -0.627 -1.102
C 1.140 0.520 -0.358
C -1.164 -0.044 0.169
N 3.305 0.088 0.193
C -1.682 0.486 1.240
O 1.034 -0.212 0.582
O 1.074 1.206 -1.291
H 3.433 -0.919 0.310
H 3.489 0.472 1.123
H -1.204 -1.638 -1.226
H -1.279 -0.022 -1.952
H -2.697 -0.691 -1.124
H -2.766 0.533 1.366
H -1.085 0.848 2.069



A structure of composition C27H24BrN4NiO2SSe, computed with wB97M-V/def2-TZVPD.

As for the spin multiplicity: 3. For the LUMO energy (alpha / beta), the calculation gives 2.43 / 2.46 eV. The energy above the lowest of the compared OMol25 structures with the same formula, charge and spin comes out at 1.4 kcal per mole. Its net charge is -1. The value obtained for the electronic energy is -225714.368 eV. As for the HOMO energy (alpha / beta): -0.151 / -0.150 Eh. The expectation value of S² is 2.01. The calculation puts the largest force on an atom at 0.876 eV/Å.

Positions of all 61 atoms, in Å:
Ni -0.641 -0.187 1.355
C 4.760 -1.127 -0.682
C 4.883 -1.398 0.679
C 3.806 -1.229 1.528
C 2.592 -0.781 1.020
C 2.458 -0.522 -0.334
C 3.544 -0.694 -1.183
N 1.422 -0.587 1.843
N 1.617 -0.828 3.058
C 0.470 -0.700 3.887
C 0.696 -0.930 5.243
C -0.370 -0.846 6.118
C -1.629 -0.532 5.610
C -1.818 -0.305 4.253
C -0.772 -0.387 3.330
H 5.608 -1.257 -1.342
H 5.827 -1.748 1.079
H 3.887 -1.441 2.585
H 1.492 -0.225 -0.717
H 3.428 -0.491 -2.241
H 1.696 -1.165 5.587
H -0.229 -1.022 7.177
H -2.473 -0.465 6.289
H -2.813 -0.041 3.908
Se -0.331 2.411 1.699
C 0.277 3.424 0.197
C 0.013 4.799 0.135
C 0.403 5.560 -0.956
C 1.069 4.974 -2.026
C 1.342 3.614 -1.978
C 0.952 2.853 -0.885
H -0.515 5.262 0.959
H 0.182 6.621 -0.972
H 1.373 5.568 -2.879
H 1.864 3.137 -2.800
H 1.167 1.795 -0.865
C -2.485 2.446 -1.964
N -2.729 1.875 -0.660
C -3.262 0.679 -0.445
N -3.852 0.040 -1.493
S -3.238 -0.034 1.091
H -2.270 3.506 -1.845
H -3.365 2.350 -2.602
H -1.623 1.976 -2.449
H -2.201 2.243 0.139
H -3.559 0.262 -2.430
H -4.064 -0.927 -1.310
Br 0.130 -5.031 -0.179
C -0.524 -4.123 -1.706
C -0.661 -4.888 -2.858
C -1.115 -4.311 -4.032
C -1.418 -2.957 -4.059
C -1.260 -2.204 -2.909
C -0.827 -2.767 -1.710
C -0.714 -1.849 -0.515
O -0.611 -0.608 -0.757
O -0.743 -2.303 0.640
H -0.404 -5.937 -2.826
H -1.219 -4.917 -4.922
H -1.765 -2.491 -4.973
H -1.454 -1.140 -2.907



A structure of composition C3H9N4 at a distorted geometry, computed with wB97M-V/def2-TZVPD.

For the LUMO energy, the calculation gives -3.60 eV. The energy above the lowest of the compared OMol25 structures with the same formula, charge and spin comes out at 59.4 kcal per mole. Its net charge is +1. The value obtained for the electronic energy is -9209.045 eV. As for the HOMO energy: -0.536 Eh. The calculation puts the largest force on an atom at 4.905 eV/Å.

Positions of all 16 atoms, in Å:
C -0.297 -0.476 -2.189
C -0.052 -1.844 -2.219
C 1.225 -0.986 0.890
N 0.016 -0.082 -0.946
N 0.595 -2.174 -1.114
N -0.973 1.464 0.769
N 0.560 -1.102 -0.312
H -0.960 0.131 -2.896
H -0.001 -2.449 -3.137
H -0.209 2.187 0.804
H -1.398 1.188 1.663
H 0.629 -1.318 1.843
H 2.155 -1.598 0.851
H 1.338 0.118 1.025
H -0.373 0.735 -0.228
H -1.729 2.158 0.469



An isolated molecule of C4H6O at a distorted geometry, computed with wB97M-V/def2-TZVPD.

As for the spin multiplicity: 3. For the LUMO energy (alpha / beta), the calculation gives 1.01 / -0.55 eV. The energy above the lowest of the compared OMol25 structures with the same formula, charge and spin comes out at 50.0 kcal per mole. Its net charge is 0. The value obtained for the electronic energy is -6285.835 eV. As for the HOMO energy (alpha / beta): -0.250 / -0.326 Eh. The expectation value of S² is 2.01. The calculation puts the largest force on an atom at 5.603 eV/Å.

Positions of all 11 atoms, in Å:
C -0.359 -0.437 -1.134
C -1.017 0.553 -0.529
C 1.498 -1.972 -1.123
C -0.847 0.982 0.872
O 0.326 -1.454 -0.899
H -1.833 1.209 -1.123
H 2.123 -1.490 -1.826
H 1.703 -3.027 -1.032
H -1.764 0.823 1.409
H -0.347 2.046 1.074
H -0.207 0.141 1.467